This record from the OMol25 dataset describes a 8-piece molecular cluster, C34H62N2O13 overall in a non-equilibrium geometry. The level of theory is the ωB97M-V functional and the def2-TZVPD basis.

```
111
Properties=species:S:1:pos:R:3:lowdin_charge:R:1
H 0.118 3.309 -2.011 0.099
C 0.622 0.437 0.806 -0.213
H -1.304 -2.400 -5.295 0.118
O 3.064 4.699 0.305 -0.028
C 2.921 5.381 -0.971 -0.032
H -4.940 -3.253 -6.066 0.118
H -1.124 -2.095 2.080 0.098
H 3.859 -0.006 0.096 0.092
H 2.239 4.836 -1.722 0.142
C -4.433 -5.301 2.804 -0.178
H 1.071 1.400 6.341 0.118
C -2.607 3.365 -2.790 -0.174
C -3.957 -1.090 -0.813 -0.197
H 3.862 2.160 -0.665 0.127
H -5.767 0.709 0.693 0.118
H -5.088 0.960 -2.263 0.105
C 0.657 -1.896 0.829 -0.194
H -4.509 -3.943 4.464 0.117
C -0.663 -0.048 1.446 -0.154
H 6.425 -2.943 -1.352 0.116
H -0.316 -1.105 5.311 0.101
O -4.043 -2.029 -4.652 -0.155
H -5.507 -5.202 2.639 0.115
O -3.927 -0.016 0.137 -0.155
C -2.966 -1.104 -4.862 -0.206
O 1.299 -0.726 0.302 -0.148
H 0.066 -2.183 7.458 0.112
O -2.383 -4.131 2.593 -0.156
H -3.434 -1.997 -7.425 0.117
C 3.224 2.283 -2.792 -0.169
O 7.122 4.628 -2.189 0.060
C 4.970 -1.871 -0.109 -0.170
H -3.674 3.144 -2.849 0.107
H -2.493 -0.866 -3.906 0.106
C -2.514 -4.568 3.952 -0.201
H 0.273 -1.349 2.875 0.104
H 7.112 -1.990 -0.026 0.116
H -3.621 -3.982 -5.126 0.118
H 0.528 -0.639 8.193 0.116
H -2.445 -3.445 -7.171 0.115
C 4.888 -0.374 0.101 -0.203
H -1.437 -1.039 -6.423 0.116
C -3.953 -3.070 -5.634 -0.202
H -1.450 -0.128 0.689 0.096
O 5.624 0.240 -0.968 -0.190
C -1.945 2.844 -1.534 -0.169
C 6.378 -0.776 -1.646 -0.193
O 5.528 5.447 -0.642 0.041
H 1.277 0.912 1.541 0.101
H -2.598 3.017 -0.672 0.114
C -0.066 -0.435 6.141 -0.180
H -3.393 -4.864 0.935 0.120
H 1.029 0.764 4.682 0.110
O 2.289 -0.220 6.005 -0.138
O 2.187 2.290 -1.788 -0.064
C 1.988 -1.378 6.795 -0.207
H 4.178 -2.197 -0.791 0.120
H -3.785 -2.040 -0.301 0.106
H 4.876 -2.437 0.820 0.118
H -4.154 -5.608 4.957 0.115
C -5.308 -1.033 -1.497 -0.166
H -6.683 0.674 -1.547 0.116
H 6.450 2.277 -0.395 0.061
H -2.131 -3.798 4.625 0.114
H 8.126 3.037 -0.509 0.104
C 6.318 -2.020 -0.780 -0.175
H 7.020 3.549 0.931 0.093
C -0.274 -1.427 1.929 -0.163
H -5.293 -1.450 -2.505 0.101
H -1.018 0.612 2.240 0.120
C -0.716 3.725 -1.437 -0.205
H 5.359 -0.081 1.046 0.124
H -4.115 -3.446 1.726 0.111
H -3.078 5.373 -2.122 0.119
H -4.705 1.893 -0.101 0.106
H 0.100 -2.369 0.012 0.117
C 2.459 3.407 0.302 -0.321
H 5.909 -0.947 -2.620 0.121
C -5.040 0.853 -0.114 -0.200
H -6.048 -1.585 -0.908 0.118
H -0.970 0.105 6.429 0.116
O 4.513 5.860 -2.781 0.100
H -2.119 2.936 -3.672 0.117
H -3.391 -0.185 -5.281 0.119
H -2.248 5.320 -3.692 0.118
H -4.156 -6.348 2.641 0.117
H -1.705 1.779 -1.572 0.112
H 2.698 -1.453 7.622 0.116
C 6.525 4.502 -1.074 -0.331
C -2.314 4.850 -2.708 -0.200
C 1.069 0.485 5.737 -0.202
C 0.556 -1.226 7.269 -0.180
H 1.412 -2.599 1.189 0.116
O 1.540 3.182 1.150 0.094
H 2.450 6.434 -0.842 0.165
C -3.984 -4.861 4.179 -0.178
C -2.941 -2.615 -6.666 -0.179
N 2.834 2.264 -0.568 0.056
H 7.401 -0.427 -1.808 0.120
H 2.103 -2.259 6.155 0.116
H -0.388 3.875 -0.406 0.112
N 4.189 2.250 -3.533 0.190
H 0.444 1.141 -0.010 0.093
O -1.063 4.989 -2.021 -0.136
H -3.143 -0.926 -1.529 0.105
C -5.619 0.446 -1.455 -0.169
C -2.009 -1.761 -5.837 -0.176
C 4.434 5.571 -1.565 -0.293
C 7.033 3.235 -0.178 0.016
C -3.611 -4.402 1.902 -0.205
H -1.907 -5.472 4.073 0.119
```

## Properties
SMILES ... CC(=O)OC(=O)COC(=O)NOC#N.C1CCOC1.C1CCOC1.C1CCOC1.C1CCOC1.C1CCOC1.C1CCOC1.C1CCOC1
Spin multiplicity ... 1
LUMO level ... -0.27 eV
Frontier orbital gap ... 8.8 eV
Molecular weight ... 706.87 g mol⁻¹